Model A:
Molecular formula: C5H14
Method: DFT, ωB97M-V/def2-TZVPD

Output
Structure (SMILES): CCC.CC
HOMO-LUMO gap, eV: 12.07
E_LUMO, eV: 1.08
Highest occupied orbital energy, eV: -10.9884

The geometry in ORCA input format:
```
! RIJCOSX wB97M-V def2-TZVPD def2/J DEFGRID3
* xyz 0 1
C -2.18 0.65 1.10
C -1.62 0.97 2.47
H -1.51 0.51 0.21
H -2.50 -0.39 1.12
H -2.98 1.17 0.73
H -2.39 0.60 3.24
H -1.41 2.04 2.64
H -0.81 0.33 2.49
C 1.92 -0.72 -1.35
C 0.84 -1.70 -0.74
C 1.47 0.75 -1.72
H 2.67 -0.73 -0.71
H 2.19 -1.26 -2.27
H 0.82 -1.35 0.40
H 1.72 0.91 -2.84
H 0.40 0.96 -1.64
H 1.48 -2.66 -0.76
H -0.10 -1.66 -1.28
H 1.97 1.57 -1.11
*
```

Want to see where the charge sits? The Mulliken charges in e are: C -0.78; C -0.67; H 0.06; H 0.29; H 0.41; H 0.22; H 0.27; H 0.22; C -0.52; C -0.90; C -0.88; H 0.47; H 0.30; H 0.11; H 0.25; H 0.25; H 0.32; H 0.35; H 0.25

Model B:
Molecular formula: C5H14
Method: DFT, ωB97M-V/def2-TZVPD

Output
Structure (SMILES): CCC.CC
HOMO-LUMO gap, eV: 12.64
E_LUMO, eV: 1.14
Highest occupied orbital energy, eV: -11.4949

The geometry in ORCA input format:
```
! RIJCOSX wB97M-V def2-TZVPD def2/J DEFGRID3
* xyz 0 1
C 0.74 -1.45 0.46
C 0.53 -1.59 -1.04
C 2.20 -1.14 0.82
H 0.10 -0.67 0.87
H 0.46 -2.39 0.94
H 0.78 -0.67 -1.53
H 2.68 -0.57 0.02
H 2.22 -0.56 1.74
H 2.79 -2.04 0.97
H 1.06 -2.47 -1.41
H -0.52 -1.87 -1.22
C -2.45 1.87 -0.18
C -0.96 2.15 0.00
H -3.03 2.60 0.39
H -2.74 1.82 -1.23
H -2.70 0.91 0.27
H -0.65 3.04 -0.55
H -0.30 1.30 -0.23
H -0.73 2.40 1.05
*
```

Want to see where the charge sits? The Mulliken charges in e are: C -0.14; C -1.24; C -1.14; H 0.22; H 0.32; H 0.35; H 0.29; H 0.33; H 0.34; H 0.39; H 0.31; C -0.84; C -0.60; H 0.30; H 0.28; H 0.25; H 0.32; H -0.02; H 0.27

Most favorable first, least favorable last: model B, model A